# 1
Density functional theory data (ωB97M-V with the def2-TZVPD basis set) for 6 unconnected molecules or ions with the total composition C30H55BrClF6N8O11P at a distorted geometry.

Output
Kohn-Sham gap	7.81	eV
SMILES string	CCN[C@H]1N(C(=O)C(F)(F)C(F)(F)C(F)(F)C(=O)O)CC[N@@H+](C(=O)[O-])[C@@]1(C[C@@H](C)Br)P(O)Cl.CNC(C)=O.CNC(C)=O.CNC(C)=O.CNC(C)=O.CNC(C)=O
E_tot	-6416.58624	hartree
total charge	0
M	964.134	g/mol
HOMO level	-8.242	eV

Last column: Löwdin charge in e.
Element x y z (Å)
C: 1.73 1.07 3.01  -0.077
C: 1.49 1.81 1.63  -0.252
N: 1.42 0.95 0.45  0.001
C: 0.33 0.02 0.38  -0.296
N: -0.75 0.46 -0.56  -0.023
C: -0.90 1.89 -0.68  -0.282
O: -1.39 2.64 0.13  0.159
C: -0.42 2.50 -2.07  -0.281
F: -1.46 2.20 -2.96  0.100
F: 0.68 1.85 -2.58  0.116
C: -0.29 4.07 -2.07  -0.274
F: -1.52 4.66 -1.87  0.122
F: 0.05 4.41 -3.38  0.110
C: 0.85 4.66 -1.15  -0.263
F: 1.88 3.78 -0.93  0.124
F: 1.42 5.71 -1.87  0.110
C: 0.38 5.21 0.25  -0.358
O: 1.04 4.92 1.20  0.148
O: -0.71 6.05 0.45  0.095
C: -2.01 -0.10 0.01  -0.115
C: -1.90 -1.66 -0.12  -0.096
N: -0.61 -2.28 0.30  0.015
C: -0.59 -3.69 -0.20  -0.687
O: -0.92 -4.06 -1.32  -0.007
O: -0.21 -4.56 0.68  -0.026
C: 0.66 -1.47 -0.01  -0.411
C: 1.80 -2.18 0.80  -0.213
C: 3.20 -1.49 0.97  -0.702
C: 4.01 -2.42 2.00  -0.168
Br: 4.34 -1.39 -0.63  0.641
P: 1.07 -1.46 -1.89  0.711
O: -0.32 -1.43 -2.81  -0.359
Cl: 1.98 -3.31 -2.39  0.317
H: 1.32 1.64 3.88  0.082
H: 1.31 0.02 2.98  0.068
H: 2.83 0.96 3.18  0.074
H: 0.61 2.50 1.79  0.095
H: 2.37 2.50 1.49  0.124
H: 1.75 1.35 -0.42  0.107
H: -0.16 -0.02 1.40  0.164
H: -1.41 5.45 0.79  0.134
H: -2.85 0.23 -0.67  0.138
H: -2.28 0.28 1.03  0.135
H: -2.71 -2.09 0.54  0.121
H: -2.22 -1.91 -1.16  0.133
H: -0.64 -2.34 1.34  0.181
H: 2.03 -3.20 0.37  0.103
H: 1.44 -2.40 1.85  0.128
H: 3.20 -0.49 1.44  0.049
H: 3.31 -2.87 2.76  0.086
H: 4.48 -3.23 1.40  0.047
H: 4.83 -1.84 2.50  0.080
H: -0.50 -2.32 -3.20  0.022
C: -1.17 -6.48 -5.05  -0.072
N: -0.49 -5.29 -4.56  0.024
C: -0.06 -4.22 -5.27  -0.531
C: -0.30 -4.21 -6.76  -0.006
O: 0.49 -3.29 -4.69  -0.083
H: -2.13 -6.56 -4.54  0.085
H: -0.56 -7.35 -4.79  0.085
H: -1.32 -6.45 -6.12  0.072
H: -0.30 -5.22 -3.57  0.121
H: 0.10 -3.29 -7.18  0.084
H: 0.22 -5.05 -7.22  0.085
H: -1.36 -4.26 -6.97  0.085
C: -6.80 -2.11 -1.59  -0.062
N: -5.71 -1.79 -0.69  0.021
C: -5.60 -2.06 0.63  -0.532
C: -6.74 -2.79 1.30  -0.001
O: -4.60 -1.72 1.25  0.000
H: -6.41 -2.74 -2.40  0.086
H: -7.18 -1.18 -2.02  0.084
H: -7.60 -2.63 -1.08  0.078
H: -4.91 -1.30 -1.07  0.127
H: -6.50 -2.93 2.35  0.086
H: -7.65 -2.20 1.22  0.089
H: -6.88 -3.77 0.84  0.089
C: 2.80 9.51 1.92  -0.079
N: 2.93 9.05 3.28  0.000
C: 3.11 7.77 3.73  -0.551
C: 3.19 6.67 2.70  -0.009
O: 3.20 7.55 4.93  0.028
H: 3.60 10.23 1.71  0.082
H: 1.83 10.01 1.81  0.082
H: 2.86 8.69 1.20  0.072
H: 2.88 9.73 4.02  0.138
H: 3.34 5.72 3.21  0.087
H: 2.27 6.62 2.13  0.056
H: 4.04 6.84 2.03  0.090
C: 8.59 -6.56 2.54  -0.079
N: 7.43 -5.78 2.91  0.004
C: 7.10 -4.52 2.52  -0.534
C: 8.03 -3.81 1.58  -0.003
O: 6.07 -4.00 2.93  0.011
H: 8.26 -7.48 2.06  0.083
H: 9.14 -6.81 3.45  0.082
H: 9.25 -6.02 1.86  0.073
H: 6.76 -6.19 3.54  0.140
H: 7.64 -2.82 1.36  0.081
H: 9.02 -3.69 2.04  0.085
H: 8.12 -4.36 0.64  0.087
C: -5.90 3.92 -0.59  -0.076
N: -7.02 3.01 -0.72  0.003
C: -7.42 2.03 0.13  -0.557
C: -6.60 1.82 1.38  -0.006
O: -8.40 1.35 -0.13  0.019
H: -6.27 4.94 -0.59  0.084
H: -5.24 3.78 -1.46  0.081
H: -5.33 3.74 0.32  0.071
H: -7.61 3.10 -1.54  0.140
H: -7.04 1.00 1.95  0.083
H: -5.58 1.55 1.12  0.077
H: -6.62 2.72 1.99  0.086



# 2
Density functional theory data (ωB97M-V with the def2-TZVPD basis set) for a molecular structure, C18H35CeClIN2O2P2 at a distorted geometry.

Output
2S+1	2
Kohn-Sham gap (alpha / beta)	6.31 / 2.74	eV
E_tot	-2882.02064	hartree
total charge	+2
M	675.911	g/mol
HOMO level (alpha / beta)	-13.055 / -13.053	eV

Last column: Löwdin charge in e.
Element x y z (Å)
C: 2.01 0.88 -5.64  -0.027
C: 1.34 0.66 -4.33  -0.403
H: 2.85 0.16 -5.78  0.109
H: 2.38 1.92 -5.67  0.101
H: 1.25 0.76 -6.43  0.102
O: 1.54 -0.21 -3.49  -0.083
I: -1.80 4.10 -2.19  0.328
Ce: -0.24 1.47 -2.56  0.160
P: -1.70 -1.09 -3.48  0.748
C: -1.37 -2.79 -2.87  -0.255
C: -3.49 -1.02 -3.04  -0.296
H: -4.06 -1.69 -3.69  0.055
H: -2.81 -1.90 -5.46  0.057
H: -3.84 0.01 -3.16  0.038
H: -1.79 -0.47 -5.80  0.044
H: -1.41 -2.81 -1.78  0.035
H: -3.61 -1.31 -1.99  0.032
C: -1.85 -1.42 -5.26  -0.262
H: -2.13 -3.48 -3.28  0.069
H: -1.03 -2.07 -5.58  0.057
H: -0.37 -3.10 -3.20  0.049
P: 1.78 2.73 -0.75  0.745
C: 3.02 2.03 0.40  -0.244
C: 2.83 3.96 -1.61  -0.245
H: -0.02 4.20 -0.09  -0.055
H: 1.50 4.58 0.77  0.060
H: 0.49 3.18 1.27  0.039
C: 0.85 3.78 0.43  -0.264
H: 2.30 4.34 -2.49  0.048
H: 3.05 4.79 -0.92  0.063
H: 3.45 2.83 1.03  0.071
H: 3.83 1.55 -0.18  0.059
H: 3.76 3.48 -1.93  0.058
H: 2.56 1.27 1.05  0.030
Cl: -2.21 0.98 -0.88  0.105
C: -1.41 0.55 5.83  -0.023
C: -1.84 -0.59 4.95  -0.144
N: -0.82 -1.06 3.98  0.105
C: 0.34 -1.74 4.60  -0.150
C: -0.08 -2.87 5.53  -0.042
C: -0.61 -0.20 2.90  -0.294
O: -1.04 0.96 2.88  0.185
C: 0.07 -0.75 1.68  -0.093
C: 0.27 -2.11 1.40  0.021
C: 0.85 -2.45 0.17  0.004
C: 1.02 -1.45 -0.80  -0.083
N: 0.62 -0.18 -0.61  -0.045
C: 0.27 0.17 0.65  -0.158
H: -0.49 0.31 6.38  0.091
H: -2.20 0.77 6.55  0.110
H: -1.25 1.44 5.23  0.089
H: -2.11 -1.49 5.52  0.129
H: -2.70 -0.26 4.35  0.151
H: 0.99 -2.11 3.80  0.120
H: 0.92 -1.00 5.18  0.165
H: -0.76 -3.58 5.04  0.100
H: 0.81 -3.44 5.83  0.105
H: -0.56 -2.50 6.44  0.088
H: -0.04 -2.85 2.13  0.125
H: 1.13 -3.47 -0.08  0.129
H: 1.47 -1.66 -1.77  0.115
H: 0.06 1.23 0.79  0.070



# 3
Density functional theory data (ωB97M-V with the def2-TZVPD basis set) for a single C18H19N3O3S molecule at a distorted geometry.

Output
energy above the lowest of the compared OMol25 structures with the same formula, charge and spin	91.1	kcal per mole
Kohn-Sham gap	8.68	eV
SMILES string	CCn1c(NS(C)(=O)=O)c(-c2ccccc2)c(=O)n1-c1ccccc1
E_tot	-1485.44215	hartree
total charge	0
M	357.435	g/mol
HOMO level	-8.209	eV

Last column: Löwdin charge in e.
Element x y z (Å)
C: -3.43 -1.59 -1.96  -0.064
C: -2.88 -0.96 -0.66  -0.149
N: -1.43 -0.64 -0.82  0.011
C: -0.47 -1.59 -0.44  -0.254
N: -0.54 -2.92 -0.82  -0.013
S: -0.88 -4.04 0.40  0.659
C: 0.60 -5.03 0.61  -0.127
O: -1.97 -4.79 -0.22  -0.330
O: -1.26 -3.40 1.67  -0.293
C: 0.51 -1.03 0.33  -0.048
C: 1.77 -1.61 0.85  -0.156
C: 2.29 -1.30 2.13  -0.011
C: 3.52 -1.79 2.56  -0.078
C: 4.20 -2.63 1.70  -0.095
C: 3.72 -3.00 0.41  -0.085
C: 2.51 -2.44 -0.01  -0.071
C: 0.18 0.35 0.49  -0.351
O: 0.83 1.21 1.10  0.049
N: -0.98 0.61 -0.27  0.061
C: -1.47 1.87 -0.66  -0.183
C: -1.57 2.94 0.24  -0.017
C: -1.98 4.21 -0.16  -0.073
C: -2.42 4.43 -1.49  -0.091
C: -2.55 3.33 -2.35  -0.074
C: -2.08 2.06 -1.93  -0.014
H: -2.96 -2.53 -2.25  0.055
H: -4.50 -1.77 -1.85  0.083
H: -3.28 -0.85 -2.77  0.074
H: -3.45 -0.08 -0.47  0.112
H: -3.02 -1.67 0.14  0.107
H: -1.23 -3.07 -1.54  0.084
H: 0.23 -5.99 1.04  0.089
H: 1.29 -4.59 1.34  0.065
H: 1.08 -5.14 -0.37  0.076
H: 1.74 -0.66 2.81  0.119
H: 3.94 -1.48 3.50  0.103
H: 5.20 -2.99 2.00  0.104
H: 4.30 -3.67 -0.23  0.105
H: 2.17 -2.70 -1.03  0.121
H: -1.19 2.79 1.27  0.120
H: -2.02 5.05 0.53  0.103
H: -2.75 5.42 -1.82  0.100
H: -2.95 3.40 -3.34  0.090
H: -2.07 1.25 -2.63  0.087



# 4
Density functional theory data (ωB97M-V with the def2-TZVPD basis set) for a single C4H8O3 molecule.

Output
energy above the lowest of the compared OMol25 structures with the same formula, charge and spin	17.3	kcal per mole
Kohn-Sham gap	11.37	eV
SMILES string	CCOC(=O)CO
E_tot	-382.93731	hartree
total charge	0
M	104.105	g/mol
HOMO level	-10.551	eV

Last column: Löwdin charge in e.
Element x y z (Å)
C: -2.54 0.08 0.17  -0.069
C: -1.27 -0.63 -0.27  -0.210
O: -0.19 0.31 -0.17  0.006
C: 1.03 -0.20 -0.04  -0.464
O: 1.29 -1.38 0.02  0.103
C: 2.11 0.87 0.03  -0.171
O: 3.36 0.28 0.22  -0.041
H: -2.50 0.31 1.24  0.081
H: -2.66 1.02 -0.37  0.079
H: -3.41 -0.55 -0.02  0.081
H: -1.34 -0.96 -1.32  0.131
H: -1.05 -1.50 0.35  0.121
H: 2.08 1.44 -0.91  0.135
H: 1.87 1.56 0.84  0.135
H: 3.21 -0.67 0.24  0.082



# 5
Density functional theory data (ωB97M-V with the def2-TZVPD basis set) for a single C5BrF3O5S molecule at a distorted geometry.

Output
Kohn-Sham gap	9.47	eV
SMILES string	O=C1OC(=O)C(S(=O)(=O)C(F)(F)F)=C1Br
E_tot	-3838.49629	hartree
total charge	0
M	309.015	g/mol
HOMO level	-11.632	eV

Last column: Löwdin charge in e.
Element x y z (Å)
O: 3.34 -1.57 0.02  0.185
C: 2.47 -0.78 0.20  -0.428
O: 2.52 0.23 1.11  0.172
C: 1.42 1.05 0.98  -0.388
O: 1.24 2.07 1.55  0.213
C: 0.54 0.39 -0.04  -0.195
S: -1.08 0.93 -0.54  0.753
O: -1.16 1.04 -1.96  -0.251
O: -1.46 2.07 0.22  -0.236
C: -2.19 -0.46 0.06  -0.736
F: -1.50 -1.25 0.88  0.142
F: -2.61 -1.16 -0.95  0.160
F: -3.18 0.05 0.72  0.203
C: 1.13 -0.69 -0.50  -0.567
Br: 0.55 -1.92 -1.75  0.973



# 6
Density functional theory data (ωB97M-V with the def2-TZVPD basis set) for a single C3H4O2S2 molecule at a distorted geometry.

Output
energy above the lowest of the compared OMol25 structures with the same formula, charge and spin	89.4	kcal per mole
Kohn-Sham gap (alpha / beta)	7.16 / 7.25	eV
E_tot	-1063.42167	hartree
total charge	0
M	136.197	g/mol
HOMO level (alpha / beta)	-8.596 / -8.644	eV

Last column: Löwdin charge in e.
Element x y z (Å)
C: -0.93 1.18 0.10  -0.417
C: 0.38 1.22 0.29  -0.241
C: -0.88 -1.57 -0.07  -0.382
O: 2.04 0.10 -1.46  -0.402
O: 2.21 -0.55 1.00  -0.384
S: -1.78 -0.26 -0.61  0.863
S: 1.40 -0.26 -0.14  0.713
H: -1.73 1.86 0.35  0.063
H: 0.90 2.19 0.33  0.108
H: -0.71 -1.55 1.03  0.055
H: -0.89 -2.35 -0.81  0.026